1.
{"formula": "C21H20N2OS4Sn", "method": "ωB97M-V/def2-TZVPD", "elements": ["Sn", "S", "C", "C", "C", "C", "C", "C", "S", "C", "C", "C", "C", "C", "C", "C", "S", "C", "C", "C", "C", "C", "C", "S", "N", "H", "H", "H", "H", "H", "H", "H", "H", "H", "H", "H", "H", "H", "H", "H", "C", "C", "N", "O", "H", "H", "H", "H", "H"], "xyz": [[-2.4296, -0.4996, 1.6193], [-2.8940, 1.2209, 3.4880], [-2.1315, 2.7422, 3.0567], [-2.2408, 3.7276, 4.0285], [-1.6830, 5.0029, 3.7912], [-0.9731, 5.2491, 2.6102], [-0.9437, 4.2851, 1.5472], [-1.4960, 3.0344, 1.8287], [-1.4024, 1.8325, 0.4887], [0.3796, 1.5368, 0.4762], [0.6705, 0.3327, -0.4726], [1.8540, 0.2660, -1.1196], [2.1830, -0.8515, -1.9561], [1.1093, -1.7857, -2.0852], [-0.0395, -1.6290, -1.2872], [-1.0269, -2.7732, -1.1987], [-1.2226, -3.4045, 0.5038], [0.3897, -3.2165, 1.1570], [1.3696, -4.1629, 0.8580], [2.6443, -3.9343, 1.1983], [3.0842, -2.7722, 1.9207], [2.1121, -1.8625, 2.2878], [0.7232, -2.0886, 1.9153], [-0.2923, -0.7915, 2.7492], [-0.2719, -0.6233, -0.4964], [-2.7839, 3.4841, 4.9702], [-1.6273, 5.7672, 4.5753], [-0.6451, 6.3232, 2.4417], [-0.3912, 4.4247, 0.6781], [0.6175, 1.2078, 1.4593], [0.9311, 2.3688, 0.1584], [2.4606, 1.2065, -1.0652], [3.1843, -1.0737, -2.2664], [1.2173, -2.7102, -2.5969], [-0.7791, -3.6181, -1.8632], [-1.9594, -2.4251, -1.6144], [1.1562, -5.0947, 0.2469], [3.4090, -4.7083, 0.9243], [4.1223, -2.6224, 2.1705], [2.3361, -0.9436, 2.8046], [-1.3125, -1.1065, -4.5642], [-0.5366, 0.2511, -4.5107], [-0.6236, 1.0579, -3.4089], [0.0252, 0.7373, -5.4861], [-2.1435, -1.0843, -3.8299], [-0.6341, -1.8964, -4.2480], [-1.7645, -1.2986, -5.5541], [-1.3779, 0.8923, -2.7536], [-0.3529, 2.0261, -3.5766]], "largest_force_ha_per_bohr": 0.0772, "lumo_ev": -0.0383, "gap_ev": 7.6, "e_homo_ha": -0.2798, "spin_multiplicity": 1}

2.
{"formula": "C10H14BBrN6Pb", "method": "ωB97M-V/def2-TZVPD", "elements": ["H", "N", "B", "N", "C", "Pb", "H", "C", "H", "C", "H", "C", "H", "H", "H", "N", "N", "N", "N", "C", "C", "H", "H", "C", "C", "C", "C", "H", "H", "H", "H", "H", "Br"], "xyz": [[1.0719, 3.5004, 0.0519], [0.6177, 1.8484, -1.2267], [0.0811, 0.4003, -3.2883], [0.4806, 1.7266, -2.5815], [0.8198, 2.8914, -3.1667], [1.2922, 1.0693, 0.9677], [0.7991, 2.9837, -4.2467], [1.1526, 3.8039, -2.1663], [1.4671, 4.8263, -2.2784], [0.9638, 3.1378, -0.9654], [0.2346, 0.4717, -4.4768], [-0.8558, -1.9308, 1.4267], [-1.0217, -2.2406, 2.4626], [0.0877, -2.3097, 1.0179], [-1.6666, -2.0159, 0.6910], [-1.4004, 0.0173, -3.0046], [1.0358, -0.6564, -2.6647], [-1.7869, -0.1469, -1.6894], [1.2471, -0.7974, -1.2969], [-2.4417, -0.2308, -3.8524], [1.8336, -1.4934, -3.3538], [-2.3250, -0.1625, -4.9354], [1.8175, -1.4896, -4.4332], [-3.5503, -0.5760, -3.0671], [2.5571, -2.2430, -2.4284], [-3.0708, -0.5041, -1.7104], [2.1295, -1.8053, -1.1684], [-4.5451, -0.8397, -3.3749], [3.2809, -2.9983, -2.6425], [-3.6208, -0.7033, -0.7959], [2.4355, -2.1445, -0.1907], [-0.6409, -0.8741, 1.5296], [3.4100, -0.0888, 1.9843]], "total_charge": 2, "largest_force_ha_per_bohr": 0.0552, "lumo_ev": [-12.6906, -12.6606], "gap_ev": [3.1, 3.1], "e_homo_ha": [-0.5787, -0.5786], "spin_multiplicity": 1}

3.
{"formula": "C45H125N11O12", "method": "ωB97M-V/def2-TZVPD", "elements": ["C", "O", "C", "C", "C", "N", "H", "H", "H", "H", "H", "H", "H", "H", "H", "H", "H", "C", "O", "C", "C", "C", "N", "H", "H", "H", "H", "H", "H", "H", "H", "H", "H", "H", "C", "O", "C", "C", "C", "N", "H", "H", "H", "H", "H", "H", "H", "H", "H", "H", "H", "C", "O", "C", "C", "C", "N", "H", "H", "H", "H", "H", "H", "H", "H", "H", "H", "H", "C", "O", "C", "C", "C", "N", "H", "H", "H", "H", "H", "H", "H", "H", "H", "H", "H", "C", "O", "C", "C", "C", "N", "H", "H", "H", "H", "H", "H", "H", "H", "H", "H", "H", "C", "O", "C", "C", "C", "N", "H", "H", "H", "H", "H", "H", "H", "H", "H", "H", "H", "C", "O", "C", "C", "C", "N", "H", "H", "H", "H", "H", "H", "H", "H", "H", "H", "H", "C", "O", "C", "C", "C", "N", "H", "H", "H", "H", "H", "H", "H", "H", "H", "H", "H", "C", "O", "C", "C", "C", "N", "H", "H", "H", "H", "H", "H", "H", "H", "H", "H", "H", "C", "O", "C", "C", "C", "N", "H", "H", "H", "H", "H", "H", "H", "H", "H", "H", "H", "C", "O", "H", "H", "H", "H"], "xyz": [[-2.5763, 0.1662, 0.7271], [-3.6701, 0.2765, 1.6391], [-4.6047, -0.8850, 1.6662], [-5.7101, -0.6713, 2.7205], [-6.5296, -1.9131, 2.8901], [-6.5149, 0.4117, 2.3040], [-2.0413, 1.0841, 0.6741], [-2.8201, -0.0247, -0.2952], [-1.9893, -0.6792, 0.9686], [-5.0685, -0.9483, 0.7117], [-4.0336, -1.7848, 1.7807], [-5.1206, -0.4933, 3.6766], [-7.0011, -2.1479, 1.9202], [-7.3840, -1.7957, 3.6138], [-5.9236, -2.7973, 3.1870], [-7.3618, 0.7003, 2.8391], [-6.0485, 1.1757, 1.8118], [-1.0058, 1.1761, -3.5270], [-0.7324, 0.0678, -4.4156], [0.6413, -0.0612, -4.7228], [0.7884, -0.9986, -6.0010], [0.4085, -2.4482, -5.6324], [2.1840, -0.9764, -6.3374], [-0.7360, 2.0603, -4.0480], [-0.5635, 1.1859, -2.5086], [-2.0711, 1.0481, -3.4167], [1.0256, 0.9131, -4.9422], [1.2977, -0.4017, -3.9012], [0.0617, -0.6215, -6.6919], [0.1693, -3.0368, -6.4714], [-0.4560, -2.4079, -4.9666], [1.2880, -2.8744, -5.1334], [2.4069, -1.5325, -7.1251], [2.4838, -0.0451, -6.6046], [-3.8033, -3.2575, -3.6830], [-4.1701, -1.9129, -3.8289], [-5.2131, -1.5464, -3.0369], [-5.9218, -0.3971, -3.7432], [-4.8752, 0.5248, -4.3176], [-6.8629, 0.1726, -2.8199], [-4.4783, -3.9167, -4.1825], [-3.7445, -3.5302, -2.5735], [-2.8215, -3.4617, -4.2319], [-5.9307, -2.3401, -2.8559], [-4.9240, -1.1803, -1.9906], [-6.4444, -0.9212, -4.5230], [-4.0351, -0.0523, -4.8067], [-4.5520, 1.2136, -3.4711], [-5.3611, 1.1142, -5.0891], [-7.7441, 0.4038, -3.3012], [-6.4785, 1.0334, -2.4706], [2.9141, 2.6765, -3.0432], [1.9035, 2.5739, -2.0866], [1.7707, 3.5959, -1.1057], [0.5153, 4.4746, -1.2490], [0.6519, 5.3836, -2.4595], [0.2414, 5.2346, -0.0710], [3.0152, 1.7492, -3.6261], [3.8913, 2.8261, -2.5742], [2.7278, 3.5974, -3.6590], [1.9037, 3.1179, -0.1533], [2.6240, 4.3595, -1.2719], [-0.4216, 3.9646, -1.3367], [-0.2575, 5.9580, -2.6370], [0.8355, 4.7257, -3.3054], [1.5303, 6.0373, -2.4069], [0.4003, 4.7861, 0.8733], [0.8816, 6.0167, -0.0258], [-5.6283, 2.7810, 0.0427], [-5.1672, 2.7304, -1.2896], [-3.9160, 3.3814, -1.5784], [-4.2029, 4.8815, -1.8793], [-5.2797, 5.0160, -2.9380], [-2.9814, 5.4875, -2.3672], [-4.9878, 2.1899, 0.7402], [-6.6897, 2.3750, -0.0222], [-5.7911, 3.8208, 0.3777], [-3.1901, 3.1404, -0.7242], [-3.3813, 2.9204, -2.4860], [-4.5245, 5.4645, -0.9850], [-5.2790, 6.0529, -3.1706], [-6.2387, 4.6830, -2.5671], [-5.0441, 4.4569, -3.8487], [-2.5129, 4.8481, -2.9895], [-2.4196, 5.6330, -1.6117], [4.8576, 0.7130, -0.8769], [5.2200, 1.8796, -0.1678], [4.6291, 1.7866, 1.1606], [4.4894, 3.0950, 1.9140], [5.7581, 3.7089, 2.5295], [3.6661, 2.9116, 3.0971], [3.7965, 0.7319, -1.2087], [5.0039, -0.3398, -0.3294], [5.5112, 0.6248, -1.7564], [3.5805, 1.4038, 1.0400], [5.2134, 1.0854, 1.7872], [4.1111, 3.9342, 1.2883], [5.4319, 4.3910, 3.2618], [6.4328, 4.3371, 1.9362], [6.3472, 2.9358, 3.0096], [2.8507, 2.3577, 2.8846], [4.1855, 2.5315, 3.8967], [2.8189, -2.6563, 3.2510], [4.1548, -2.4454, 2.8976], [4.5460, -3.2710, 1.8214], [5.1449, -4.6629, 2.2120], [6.2344, -4.5991, 3.2727], [5.4579, -5.2663, 0.8928], [2.6824, -3.5600, 3.8227], [2.2234, -2.7138, 2.3925], [2.5487, -1.8410, 3.9532], [3.7152, -3.3039, 1.1139], [5.3448, -2.7544, 1.2574], [4.2916, -5.2443, 2.6044], [6.6524, -5.6121, 3.3313], [5.8871, -4.2021, 4.2342], [7.0333, -3.9530, 2.9270], [6.2353, -4.8054, 0.4157], [5.7109, -6.2240, 0.9595], [-2.0492, 0.0526, 5.2847], [-0.8581, 0.7723, 5.2916], [0.3075, 0.0214, 5.5080], [0.2848, -0.7484, 6.8634], [0.2805, 0.1884, 8.0430], [1.3974, -1.6479, 6.9123], [-2.7779, 0.6312, 4.7230], [-2.4500, -0.0458, 6.3447], [-1.9828, -0.9662, 4.8407], [0.4477, -0.7245, 4.8148], [1.1429, 0.7231, 5.4932], [-0.6571, -1.3175, 6.8226], [-0.6334, 0.7555, 8.2571], [1.0978, 0.9762, 8.0346], [0.3161, -0.3829, 8.9772], [1.1207, -2.5746, 6.5933], [1.9685, -1.5902, 7.7531], [1.3435, 0.0895, 1.5410], [1.9843, -0.9407, 0.8177], [1.5427, -1.2205, -0.5320], [0.0842, -1.7026, -0.5875], [-0.2584, -2.9130, 0.2615], [-0.4295, -2.0147, -1.9792], [0.6216, -0.3391, 2.1772], [0.8825, 0.8514, 0.8690], [2.0889, 0.7020, 2.1788], [1.5231, -0.2846, -1.1224], [2.1977, -1.9501, -1.0308], [-0.6255, -0.9232, -0.3543], [0.3601, -3.7757, 0.0797], [-1.2493, -3.1270, 0.0594], [-0.1495, -2.6553, 1.3531], [-0.5393, -1.2067, -2.5587], [0.0055, -2.7653, -2.4252], [3.8652, -1.8233, -3.0108], [3.0031, -2.8859, -3.2489], [3.6222, -4.1576, -3.6327], [4.3121, -4.9424, -2.4293], [4.7417, -6.2791, -2.8627], [3.3498, -5.0890, -1.3027], [4.6334, -1.7455, -3.8161], [4.4695, -1.9887, -2.0853], [3.2076, -0.9419, -3.0154], [2.8192, -4.6629, -4.1881], [4.4030, -3.9411, -4.3831], [5.1351, -4.2877, -2.2418], [5.5730, -6.1925, -3.5612], [3.9243, -6.7465, -3.5171], [5.1325, -6.8738, -1.9856], [2.7605, -4.2469, -1.3417], [3.8567, -5.1222, -0.4583], [0.6392, 4.5708, 3.8902], [0.3796, 3.8550, 2.7104], [-0.8601, 3.1490, 2.8769], [-2.0950, 3.9860, 2.8442], [-3.2813, 3.3565, 3.5558], [-2.4871, 4.3067, 1.4691], [0.4222, 3.9680, 4.7237], [-0.0581, 5.4081, 3.8837], [1.7349, 4.8246, 3.8508], [-0.8716, 2.4477, 2.0793], [-0.8125, 2.5549, 3.8017], [-1.8539, 4.9529, 3.3878], [-3.0955, 2.9968, 4.6019], [-3.4464, 2.4615, 2.9717], [-4.2037, 3.9488, 3.5424], [-3.2581, 4.9390, 1.5478], [-1.7574, 4.7496, 0.9671], [0.4415, -6.4742, -1.1342], [1.3641, -7.0124, -2.1080], [-0.5103, -6.9862, -1.2819], [0.8448, -6.5837, -0.0810], [0.3308, -5.4279, -1.3206], [2.1950, -6.5914, -1.8576]], "de_lowest_kcal_mol": 60.6, "largest_force_ha_per_bohr": 0.0652, "lumo_ev": 0.5544, "gap_ev": 9.2, "e_homo_ha": -0.3193, "smiles": "COC[C@H](C)N.COC[C@H](C)N.COC[C@H](C)N.COC[C@H](C)N.COC[C@H](C)N.COC[C@H](C)N.COC[C@H](C)N.COC[C@H](C)N.COC[C@H](C)N.COC[C@H](C)N.COC[C@H](C)N.CO", "spin_multiplicity": 1}

4.
{"formula": "C40H41N4S", "method": "ωB97M-V/def2-TZVPD", "elements": ["C", "N", "C", "C", "C", "C", "C", "C", "C", "C", "C", "C", "N", "C", "C", "C", "C", "C", "C", "H", "H", "H", "H", "H", "H", "H", "H", "H", "H", "H", "H", "H", "H", "H", "H", "H", "H", "H", "H", "H", "C", "C", "C", "C", "C", "C", "C", "C", "C", "C", "C", "C", "C", "C", "N", "C", "C", "C", "C", "C", "C", "S", "C", "N", "C", "C", "H", "H", "H", "H", "H", "H", "H", "H", "H", "H", "H", "H", "H", "H", "H", "H", "H", "H", "H", "H"], "xyz": [[4.9379, -2.6508, 3.5645], [3.9066, -2.0831, 4.4418], [4.4459, -1.7519, 5.7673], [2.9486, -1.1956, 3.8573], [1.6055, -1.5574, 3.6490], [0.7309, -0.6895, 3.0546], [1.1409, 0.6009, 2.6352], [0.1662, 1.4421, 2.0519], [0.2191, 2.7774, 1.5907], [-0.9783, 3.3469, 1.0902], [-1.0180, 4.6338, 0.6282], [0.1379, 5.4352, 0.6293], [0.1514, 6.7723, 0.1199], [0.3543, 7.8765, 1.0660], [0.8419, 7.0175, -1.1526], [1.3248, 4.8829, 1.1285], [1.3672, 3.6038, 1.5954], [2.4971, 0.9422, 2.8465], [3.3645, 0.0750, 3.4388], [4.5485, -2.7812, 2.5560], [5.7952, -1.9814, 3.5108], [5.2604, -3.6179, 3.9445], [3.6968, -1.2364, 6.3663], [4.7433, -2.6615, 6.2855], [5.3101, -1.0963, 5.6699], [1.2782, -2.5321, 3.9664], [-0.2937, -0.9860, 2.9007], [-0.8031, 0.9839, 1.9535], [-1.8740, 2.7473, 1.0786], [-1.9367, 5.0536, 0.2568], [-0.0729, 7.6304, 2.0367], [1.4182, 8.0649, 1.2027], [-0.1239, 8.7796, 0.6917], [0.7746, 6.1425, -1.7968], [0.3915, 7.8655, -1.6643], [1.8960, 7.2241, -0.9743], [2.2133, 5.4908, 1.1349], [2.3068, 3.2592, 1.9662], [2.8957, 1.8814, 2.5333], [4.3926, 0.3565, 3.5892], [-5.8224, -0.5500, -4.6481], [-6.0864, -1.6252, -3.8267], [-5.1914, -1.9761, -2.8377], [-4.0122, -1.2664, -2.6597], [-3.0611, -1.6885, -1.5562], [-3.3377, -0.9803, -0.2477], [-3.0975, -1.6456, 0.9444], [-3.3766, -1.0486, 2.1551], [-3.8943, 0.2286, 2.1935], [-4.1196, 0.9098, 1.0157], [-3.8411, 0.3118, -0.1960], [-1.5558, -1.6311, -1.9448], [-1.3105, -2.3214, -3.3042], [0.1705, -2.3519, -3.6397], [0.9218, -2.8311, -2.4734], [2.1552, -3.5304, -2.5545], [2.6298, -3.8912, -1.2893], [3.8238, -4.5706, -1.1554], [4.5481, -4.8916, -2.2884], [4.0802, -4.5419, -3.5467], [2.8879, -3.8643, -3.6927], [1.5262, -3.3468, -0.0179], [0.3786, -2.6751, -1.1959], [-0.7594, -2.1513, -0.8898], [-3.7681, -0.1732, -3.4787], [-4.6627, 0.1751, -4.4708], [-6.5161, -0.2811, -5.4289], [-6.9906, -2.1963, -3.9594], [-5.4053, -2.8140, -2.1950], [-3.2653, -2.7552, -1.3771], [-2.6858, -2.6406, 0.9133], [-3.2073, -1.5915, 3.0696], [-4.1356, 0.6865, 3.1392], [-4.5364, 1.9029, 1.0400], [-4.0358, 0.8463, -1.1099], [-1.2761, -0.5711, -2.0395], [-1.6936, -3.3460, -3.2477], [-1.8714, -1.8254, -4.1063], [0.3721, -2.9946, -4.5031], [0.5344, -1.3494, -3.8863], [4.1786, -4.8343, -0.1743], [5.4880, -5.4083, -2.1934], [4.6558, -4.7944, -4.4219], [2.5235, -3.5895, -4.6676], [-2.8693, 0.4044, -3.3447], [-4.4508, 1.0140, -5.1128]], "total_charge": 1, "largest_force_ha_per_bohr": 0.0463, "lumo_ev": -5.2792, "gap_ev": 4.4, "e_homo_ha": -0.3574, "spin_multiplicity": 1}